Molecular formula: C4H9NO2
Method: DFT, ωB97M-V/def2-TZVPD

Geometry (Å):
C  0.50  -1.79  0.45
N  -0.56  -0.80  0.72
C  -0.64  0.53  0.16
C  -0.10  1.39  1.32
O  0.96  1.97  1.26
C  0.26  0.76  -1.09
O  -0.61  0.73  -2.22
H  0.14  -2.79  0.60
H  0.89  -1.68  -0.56
H  1.31  -1.52  1.13
H  -1.43  -1.31  0.73
H  -1.62  0.97  -0.05
H  -0.72  1.42  2.23
H  1.14  0.19  -0.81
H  0.67  1.76  -1.00
H  -0.20  0.17  -2.89

Summary:
HOMO level   -8.612 eV
Largest force on an atom   3.4 eV Å⁻¹
Gap between HOMO and LUMO   9.34 eV
Energy above the lowest of the compared OMol25 structures with the same formula, charge and spin   3.020 eV
M   103.121 g/mol
LUMO level   0.73 eV